A gas-phase ion, C5H13FNOS (charge +1). Source: OMol25; level of theory: the ωB97M-V functional and the def2-TZVPD basis.

```
22
Properties=species:S:1:pos:R:3:forces:R:3
C -2.974926 0.911349 -0.440193 0.1325 -0.0926 0.7390
C -1.764980 0.130846 0.226365 -1.7486 0.0640 -0.9712
F -2.318594 -0.836218 1.086330 1.2944 1.0558 -0.9763
S -0.679865 1.213436 1.305141 0.1614 -0.1194 0.4048
C 1.063120 1.117808 0.710964 1.3120 0.4600 -0.7167
C 1.657666 -0.377917 0.819716 0.3998 -0.0251 0.0779
O 0.780576 -1.211099 1.565121 0.0919 0.3718 -0.4541
C 2.094145 -0.954828 -0.581679 0.6938 1.1339 -0.4234
N 0.967512 -1.489039 -1.386372 0.5865 -0.4558 0.2569
H -3.044600 0.600618 -1.514391 0.0354 0.5154 1.0121
H -3.907704 0.592512 0.103767 0.9580 0.2777 -0.6059
H -2.887778 2.025012 -0.312676 -0.0636 -1.0988 -0.4617
H -1.143177 -0.325442 -0.590433 -0.1541 0.0662 1.2600
H -1.097649 2.519408 1.044975 0.5122 -1.1438 -0.3423
H 1.213140 1.536175 -0.332517 -0.6033 -0.4749 1.1998
H 1.671036 1.783816 1.400202 -1.0871 -0.6519 -0.6188
H 2.603780 -0.272888 1.435947 -1.1328 -0.1126 -0.6656
H 0.215804 -1.750551 0.983294 0.4033 0.1835 -0.0989
H 2.556753 -0.086701 -1.155030 -0.3388 -0.9621 0.8011
H 2.943779 -1.689768 -0.445513 -1.2151 0.6186 0.0005
H 1.195819 -2.453424 -1.656833 -0.4012 0.5177 0.1980
H 0.856145 -0.983105 -2.266184 0.1636 -0.1274 0.3850
```
Forces are in eV/Å.

Results
total charge: +1
HOMO-LUMO gap: 10.40 eV
E: -22477.6434 eV
strongest force on any atom: 2.0 eV Å⁻¹

The net atomic charges from Mulliken, expressed in e, are: -1.06 0.67 -0.25 0.03 -0.67 0.12 -0.59 -0.75 -0.53 0.32 0.32 0.30 0.04 0.26 0.42 0.42 0.39 0.38 0.34 0.36 0.23 0.25



A gas-phase ion, C5H13N (charge -1). Source: OMol25; level of theory: the ωB97M-V functional and the def2-TZVPD basis.

```
19
Properties=species:S:1:pos:R:3:forces:R:3
C 0.605395 -1.496499 1.433198 -0.2298 -1.0159 -3.4952
C 1.944560 -1.156465 0.835826 1.2587 1.8095 -1.1826
C -0.580865 -0.828936 0.710666 2.6033 -0.1567 -3.6967
N -0.113939 0.036997 -0.567553 -1.1064 -0.1671 3.4575
C -1.143453 1.211380 -0.581966 0.6623 -2.1436 0.5441
C -0.818087 2.169064 -1.646332 1.6328 1.6843 -2.5779
H 0.460086 -2.540413 1.209299 0.0928 -0.8642 0.1979
H 0.728131 -1.451186 2.449421 -0.6631 0.7080 2.6965
H 2.802400 -1.488303 1.425516 -0.1245 0.2959 0.4925
H 2.063181 -0.074231 0.471109 -0.2132 -1.3959 1.1549
H 2.123356 -1.674201 -0.085382 -0.2361 -0.5622 -0.8359
H -0.928764 -0.112620 1.309266 -1.7276 2.7482 2.3947
H -1.420239 -1.444373 0.384634 0.2429 -0.4430 0.2677
H 0.122554 -0.628784 -1.317185 -1.1604 1.1130 -0.1401
H -2.157619 0.763312 -0.791454 0.5889 0.6542 0.7952
H -1.007219 1.705191 0.447976 -0.6348 -0.9451 -1.4451
H -1.474851 3.055938 -1.883583 0.1649 -0.9667 0.8344
H 0.225675 2.613766 -1.536564 -1.1465 -0.6134 0.0954
H -0.784421 1.625658 -2.618542 -0.0043 0.2608 0.4427
```
Forces are in eV/Å.

Results
total charge: -1
multiplicity: 2
HOMO-LUMO gap (spin up / spin down): 2.65 / 8.99 eV
E: -6882.3666 eV
⟨S²⟩: 0.75
strongest force on any atom: 4.5 eV Å⁻¹

The net atomic charges from Mulliken, expressed in e, are: -0.50 -1.79 -1.94 0.65 -1.71 -1.79 -0.07 1.34 0.51 0.38 0.31 -0.23 1.05 0.17 0.48 0.64 1.01 0.15 0.35



2 unconnected molecules or ions with the total composition C5H13N. Source: OMol25; level of theory: the ωB97M-V functional and the def2-TZVPD basis.

```
19
Properties=species:S:1:pos:R:3:forces:R:3
C -2.192797 -1.475144 1.042848 -1.0863 4.2805 1.7202
C -1.451947 -0.075424 0.703441 -2.6830 -1.0372 -2.0307
C -1.215262 0.704104 1.938467 3.0207 1.3504 0.5563
H -3.051712 -1.301734 1.747366 0.9521 0.3144 0.0456
H -2.752131 -1.993937 0.344539 0.0394 -1.1946 -2.2674
H -1.438947 -1.948195 1.572999 1.0751 -1.8527 0.8043
H -0.543809 -0.421203 0.184804 -0.3491 0.7915 -0.2103
H -2.183382 0.669844 0.100423 1.9719 -2.0769 0.4809
H -0.631845 0.158888 2.747030 -1.1885 0.4076 -0.7014
H -2.220481 1.012755 2.170985 0.0553 0.5382 1.2060
H -0.492768 1.618253 1.704573 -1.8273 -1.5413 0.4445
C 1.236695 0.357435 -2.318987 1.2196 2.4238 -0.3821
C 2.456616 0.825640 -2.017013 -0.2317 -5.0099 2.8505
N 3.305193 0.306384 -0.937233 -1.3715 0.5253 0.3380
H 0.571419 0.012259 -1.577029 -0.6239 -1.0700 0.3402
H 0.910003 0.747416 -3.273673 -0.7916 -0.0760 0.1451
H 2.991775 1.327222 -2.678611 2.2154 2.3718 -3.0492
H 2.652644 -0.143745 -0.297289 0.5195 -0.1048 0.1287
H 4.050733 -0.380818 -1.157640 -0.9160 0.9600 -0.4192
```
Forces are in eV/Å.

Results
HOMO-LUMO gap: 9.65 eV
E: -6883.2207 eV
SMILES: C=CN.CCC
strongest force on any atom: 5.8 eV Å⁻¹

The net atomic charges from Mulliken, expressed in e, are: -1.20 0.05 -1.03 0.28 0.39 0.34 -0.02 0.27 0.30 0.33 0.26 -0.41 -0.11 -0.58 -0.04 0.25 0.45 0.23 0.25



C5H13N in the gas phase. Source: OMol25; level of theory: the ωB97M-V functional and the def2-TZVPD basis.

```
19
Properties=species:S:1:pos:R:3:forces:R:3
C -0.390798 2.245348 -1.145689 0.2823 -1.1917 0.0766
N -0.640196 0.800182 -0.937631 -0.0387 1.4041 -0.6754
C 0.676880 -2.381659 0.707105 -0.1610 -0.1894 -0.1546
C 0.049287 -1.370673 -0.262613 0.8890 0.9685 0.2678
C 0.276858 0.155948 -0.015808 -1.3407 -0.9651 0.4836
C -0.022466 0.486291 1.457147 1.9160 0.3461 -0.3581
H -0.519627 2.864309 -0.255902 0.0427 0.0653 0.1833
H 0.654942 2.272130 -1.458210 -0.1319 0.6004 -0.2271
H -1.068094 2.607142 -1.918099 0.2262 0.0673 -0.1073
H -1.602347 0.715813 -0.633355 0.0437 -0.4215 0.1973
H 0.275285 -2.413074 1.725119 -0.3262 0.0842 -0.2950
H 0.499854 -3.331413 0.203823 0.0497 -0.3801 0.4647
H 1.762414 -2.315782 0.855670 -0.1326 0.3844 -0.4108
H -1.029435 -1.482615 -0.388988 -0.0380 -0.3481 0.3703
H 0.460307 -1.572932 -1.247337 0.0247 -0.0245 -0.2349
H 1.308634 0.402664 -0.272315 -0.0503 0.2265 -0.0710
H 0.068148 1.551594 1.715707 -0.8628 -0.0281 -0.4848
H 0.896084 0.165093 1.971227 -0.7067 -0.8057 0.5509
H -0.961028 0.004996 1.744959 0.3147 0.2074 0.4244
```
Forces are in eV/Å.

Results
HOMO-LUMO gap: 9.74 eV
E: -6885.3628 eV
SMILES: CC[C@H](C)NC
strongest force on any atom: 2.0 eV Å⁻¹

The net atomic charges from Mulliken, expressed in e, are: -0.87 -0.39 -1.19 -0.64 0.18 -1.37 0.28 0.31 0.32 0.27 0.30 0.37 0.31 0.32 0.33 0.41 0.42 0.34 0.29



C5H13N in the gas phase. Source: OMol25; level of theory: the ωB97M-V functional and the def2-TZVPD basis.

```
19
Properties=species:S:1:pos:R:3:forces:R:3
C -1.750335 -1.903554 -1.009705 0.0354 0.0069 1.1396
N -0.645002 -1.350338 -0.230028 0.6224 0.3597 -0.6439
C -0.383279 0.073680 -0.545803 0.5216 -1.0930 0.6545
C 0.929607 0.547556 0.168868 -1.7412 0.3297 -1.8597
C 0.730944 0.266858 1.630166 0.7928 -1.3137 3.3972
C 1.161730 2.044057 -0.170055 0.2756 -0.6962 1.6020
H -2.036656 -2.807785 -0.460815 -0.2113 -0.1099 -0.6250
H -2.567940 -1.192126 -0.897754 -0.2133 -0.0753 -0.1584
H -1.595445 -2.088122 -2.082257 0.2086 0.0034 0.1565
H 0.209123 -1.884635 -0.359590 -0.1394 -0.0814 -0.1063
H -0.366031 0.216046 -1.648535 -0.0912 0.4276 0.5392
H -1.207235 0.546252 -0.008537 -0.1285 0.7312 -0.7063
H 1.740997 -0.021673 -0.326367 -0.0813 0.0541 0.7956
H 1.054748 -0.762720 1.928219 0.4852 0.7092 -0.5448
H 1.246711 0.951009 2.346223 0.2072 -0.2899 -0.8613
H -0.236834 0.150156 2.185088 -0.2185 0.7813 -1.7007
H 0.284987 2.613044 0.146634 -0.2048 0.0933 -0.7218
H 1.919979 2.423259 0.526061 0.2767 -0.0750 -0.3460
H 1.509934 2.179042 -1.191809 -0.3961 0.2380 -0.0104
```
Forces are in eV/Å.

Results
HOMO-LUMO gap: 9.92 eV
E: -6884.9960 eV
SMILES: CNCC(C)C
strongest force on any atom: 3.7 eV Å⁻¹

The net atomic charges from Mulliken, expressed in e, are: -0.92 -0.24 -0.98 0.71 -1.26 -1.51 0.34 0.33 0.27 0.22 0.33 0.39 0.28 0.30 0.35 0.30 0.34 0.39 0.38



2 unconnected molecules or ions with the total composition C5H13N. Source: OMol25; level of theory: the ωB97M-V functional and the def2-TZVPD basis.

```
19
Properties=species:S:1:pos:R:3:forces:R:3
C 2.457899 2.574357 -0.928519 2.2107 2.0089 -2.6231
C 2.511812 1.438157 0.061645 -1.6369 -2.3388 -2.8854
C 1.259471 0.499335 -0.193341 -0.8834 1.9211 -1.2372
H 3.433761 3.151715 -0.930259 -0.7764 -0.6464 0.2761
H 1.738261 3.453853 -0.959970 0.1372 -1.6733 0.7581
H 2.499385 2.175276 -2.026869 -0.4360 0.3696 1.9489
H 2.494516 1.577607 1.087000 0.3036 1.2664 1.8979
H 3.362621 0.759442 -0.166959 -0.1612 0.8214 0.1957
H 0.355739 1.117002 -0.567290 1.1301 -0.5292 1.1880
H 1.379358 -0.112434 -1.107204 0.3455 -0.4782 0.9772
H 1.054806 0.041106 0.775403 -0.3268 -0.7809 -0.4376
C -3.674239 -2.810829 0.149332 -3.6920 -1.8529 0.5517
C -2.481722 -2.297773 0.433929 3.5293 3.0247 0.2543
N -2.263132 -1.102317 1.094430 -0.3187 -1.4876 1.7071
H -4.632735 -2.404571 0.508625 0.6548 0.2764 -0.1842
H -3.829126 -3.799317 -0.308980 0.6196 0.6213 -0.0736
H -1.577869 -2.706215 -0.052411 -0.4948 0.2823 0.2670
H -2.781987 -0.842122 1.998816 0.2607 -0.3661 -2.1787
H -1.306818 -0.712271 1.132623 -0.4655 -0.4388 -0.4020
```
Forces are in eV/Å.

Results
total charge: +1
multiplicity: 2
HOMO-LUMO gap (spin up / spin down): 9.31 / 5.24 eV
E: -6875.8654 eV
⟨S²⟩: 0.77
strongest force on any atom: 4.7 eV Å⁻¹

The net atomic charges from Mulliken, expressed in e, are: -1.06 -0.33 -0.94 0.32 0.31 0.26 0.39 0.20 0.32 0.35 0.18 -0.60 0.33 -0.24 0.30 0.29 0.33 0.35 0.25